[1]
Here is a molecular structure, C43H45As2N2O9S2Ti from the Open Molecules 2025 dataset. Energies are from ωB97M-V with the def2-TZVPD basis set.

XYZ file:
```
104
Properties=species:S:1:pos:R:3:lowdin_charge:R:1
Ti -0.095 0.491 -0.215 0.71
C -2.428 7.278 0.854 -0.04
C -2.638 5.953 1.601 -0.55
C -3.793 6.113 2.602 -0.05
C -1.375 5.630 2.396 -0.04
C -2.993 4.853 0.598 -0.15
C -4.220 4.945 -0.091 -0.04
C -4.703 3.926 -0.881 -0.08
C -3.925 2.778 -1.002 -0.46
S -4.350 1.247 -1.696 1.13
C -2.831 0.604 -1.172 -0.51
N -2.029 1.479 -0.612 0.01
C -2.659 2.712 -0.429 -0.26
C -2.183 3.751 0.377 0.07
C -2.508 -0.820 -1.263 -0.27
C -3.430 -1.744 -1.764 -0.07
C -3.093 -3.081 -1.805 -0.10
C -1.834 -3.473 -1.347 -0.09
C -0.938 -2.543 -0.847 -0.09
C -1.246 -1.178 -0.767 -0.21
H -2.067 8.040 1.546 0.09
H -3.354 7.639 0.402 0.08
H -1.687 7.164 0.063 0.08
H -3.570 6.937 3.283 0.08
H -3.913 5.206 3.196 0.09
H -4.744 6.330 2.117 0.07
H -1.232 6.386 3.170 0.09
H -0.486 5.652 1.771 0.06
H -1.425 4.656 2.885 0.09
H -4.833 5.827 0.043 0.10
H -5.677 3.991 -1.347 0.10
H -1.225 3.644 0.870 0.11
H -4.406 -1.427 -2.115 0.08
H -3.794 -3.812 -2.187 0.09
H -1.556 -4.521 -1.388 0.10
H 0.037 -2.895 -0.520 0.09
O 1.234 -0.694 0.512 -0.34
N 1.065 -1.541 1.521 -0.18
C 1.972 -2.538 1.642 -0.03
C 1.904 -3.415 2.682 -0.06
C 0.878 -3.243 3.629 -0.07
C -0.016 -2.221 3.491 -0.07
C 0.054 -1.313 2.404 -0.67
S -0.986 -0.004 2.172 0.74
H 2.714 -2.554 0.860 0.14
H 2.633 -4.206 2.759 0.10
H 0.799 -3.917 4.471 0.10
H -0.806 -2.057 4.208 0.11
C 0.595 0.346 -2.304 -0.19
C 1.122 1.506 -3.069 -0.30
C 0.300 2.227 -3.945 -0.07
C 0.800 3.247 -4.741 -0.12
C 2.140 3.606 -4.671 -0.12
C 2.964 2.934 -3.776 -0.09
C 2.460 1.908 -2.994 -0.05
H 1.372 -0.418 -2.182 0.05
H -0.219 -0.094 -2.890 0.05
H -0.747 1.952 -4.022 0.11
H 0.135 3.766 -5.422 0.10
H 2.532 4.400 -5.293 0.09
H 4.010 3.204 -3.687 0.09
H 3.113 1.378 -2.312 0.08
C 0.746 5.154 -1.652 -0.05
O 1.058 4.277 -0.584 -0.14
C 1.514 4.882 0.560 -0.61
O 1.661 6.098 0.590 0.03
C 1.665 3.934 1.635 -0.36
C 2.254 4.347 2.854 -0.38
As 4.124 4.830 2.749 1.34
C 4.282 6.723 2.252 -0.30
C 4.565 3.973 0.994 -0.28
C 3.981 2.895 0.453 -0.25
As 2.181 2.175 0.942 1.32
C 2.755 1.208 2.537 -0.26
C 4.746 2.104 -0.541 -0.52
O 5.528 2.525 -1.358 0.10
O 4.413 0.796 -0.438 -0.10
C 5.015 -0.088 -1.380 -0.05
C 5.923 4.451 0.544 -0.57
O 6.926 4.204 1.162 0.10
O 5.987 5.227 -0.549 -0.02
C 4.815 5.403 -1.351 -0.04
C 1.825 3.709 4.071 -0.61
O 0.785 3.087 4.232 0.03
O 2.663 3.946 5.137 -0.14
C 2.241 3.370 6.359 -0.09
H 0.434 4.515 -2.471 0.07
H 1.610 5.751 -1.944 0.09
H -0.062 5.832 -1.367 0.08
H 3.946 7.287 3.122 0.02
H 3.655 6.975 1.404 0.00
H 5.333 6.948 2.068 0.02
H 3.403 1.831 3.153 0.03
H 3.313 0.336 2.189 0.02
H 1.883 0.901 3.113 0.02
H 4.294 -0.885 -1.555 0.09
H 5.934 -0.497 -0.958 0.10
H 5.243 0.429 -2.310 0.09
H 5.085 6.161 -2.083 0.10
H 3.969 5.746 -0.761 0.08
H 4.565 4.470 -1.859 0.07
H 3.030 3.589 7.077 0.08
H 2.107 2.291 6.264 0.09
H 1.296 3.801 6.695 0.09
```

Results
Charge: -1
Relative energy (zero: lowest compared OMol25 entry of this formula, charge and spin) in kcal/mol: 21.7
Spin multiplicity: 3
Kohn-Sham gap (spin up / spin down) in eV: 5.91 / 6.48
E_HOMO (spin up / spin down) in Ha: -0.143 / -0.167


[2]
Here is a molecular structure, C6H10O from the Open Molecules 2025 dataset. Energies are from ωB97M-V with the def2-TZVPD basis set.

XYZ file:
```
17
Properties=species:S:1:pos:R:3:nbo_charge:R:1
C 2.383 -0.148 0.083 -0.61
C 1.111 0.680 0.243 -0.42
C -0.052 -0.088 0.844 0.12
O -1.103 0.795 1.317 -0.52
C -2.070 0.054 0.585 0.09
C -1.817 0.150 -0.880 -0.45
C -1.046 -0.842 -0.042 -0.29
H 2.231 -1.001 -0.588 0.20
H 2.729 -0.536 1.049 0.20
H 3.188 0.463 -0.336 0.21
H 0.806 1.094 -0.726 0.20
H 1.302 1.536 0.902 0.22
H 0.287 -0.719 1.678 0.18
H -3.029 -0.142 1.055 0.20
H -2.574 -0.287 -1.525 0.22
H -1.331 1.039 -1.277 0.22
H -1.071 -1.912 -0.213 0.22
```

Results
Relative energy (zero: lowest compared OMol25 entry of this formula, charge and spin) in kcal/mol: 39.2
Spin multiplicity: 1
Kohn-Sham gap in eV: 10.39
E_HOMO in Ha: -0.340


[3]
Here is a molecular structure, C5H14BiClIO2P from the Open Molecules 2025 dataset. Energies are from ωB97M-V with the def2-TZVPD basis set.

XYZ file:
```
25
Properties=species:S:1:pos:R:3:nbo_charge:R:1
C 0.438 -0.829 1.470 -1.01
I 2.855 1.106 2.056 0.59
H 0.529 -1.926 1.371 0.27
H 0.639 -0.493 2.485 0.21
H 0.965 -0.325 0.675 0.19
Bi -1.858 -0.407 1.169 1.25
P -0.850 0.397 -1.226 0.94
C 0.925 0.805 -1.483 -0.94
C -1.211 -0.985 -2.366 -0.95
H -2.743 1.838 -1.533 0.27
H -1.724 1.874 -3.006 0.28
H -1.234 2.791 -1.550 0.26
C -1.705 1.860 -1.901 -0.95
H -2.119 -1.508 -2.034 0.28
H -1.372 -0.549 -3.363 0.27
H 1.055 1.003 -2.552 0.28
H 1.591 -0.016 -1.203 0.24
H -0.392 -1.721 -2.399 0.27
H 1.250 1.688 -0.917 0.24
C 4.795 -0.046 1.737 0.66
O 5.527 -0.831 1.313 -0.25
Cl -2.565 -2.642 0.384 -0.42
O -1.227 -0.292 4.031 -0.96
H -0.515 0.322 4.318 0.48
H -1.054 -1.116 4.523 0.51
```

Results
Charge: +2
Relative energy (zero: lowest compared OMol25 entry of this formula, charge and spin) in kcal/mol: 16.8
Spin multiplicity: 1
Kohn-Sham gap in eV: 4.90
E_HOMO in Ha: -0.589


[4]
Here is C24H29N3O5S in the gas phase from the Open Molecules 2025 dataset. Energies are from ωB97M-V with the def2-TZVPD basis set.

XYZ file:
```
62
Properties=species:S:1:pos:R:3:nbo_charge:R:1
C 5.941 3.612 0.350 -0.60
H 5.683 4.657 0.499 0.21
H 6.880 3.413 0.862 0.21
H 6.089 3.445 -0.715 0.20
C 4.835 2.708 0.885 -0.22
C 3.505 2.986 0.181 -0.40
C 2.419 2.042 0.690 -0.23
N 2.833 0.667 0.480 -0.41
C 2.067 -0.159 -0.249 0.69
O 0.955 0.201 -0.650 -0.70
C 2.547 -1.541 -0.533 -0.20
C 3.826 -1.791 -1.019 -0.17
C 4.248 -3.082 -1.277 -0.24
C 3.390 -4.145 -1.045 -0.18
C 2.097 -3.919 -0.613 -0.25
C 1.651 -2.620 -0.389 0.27
N 0.338 -2.331 -0.043 -0.65
C -0.655 -3.156 0.382 0.66
O -0.540 -4.345 0.592 -0.60
C -1.930 -2.411 0.646 -0.06
C -2.332 -1.313 -0.112 -0.21
C -3.485 -0.641 0.238 -0.33
C -4.258 -1.041 1.312 -0.17
C -3.884 -2.160 2.039 -0.21
C -2.726 -2.839 1.705 -0.17
H -2.414 -3.712 2.260 0.24
H -4.492 -2.497 2.864 0.22
H -5.146 -0.475 1.544 0.25
S -3.996 0.810 -0.699 2.34
O -4.023 0.495 -2.096 -0.93
O -5.183 1.320 -0.077 -0.94
N -2.811 1.950 -0.478 -0.68
C -2.506 2.311 0.883 -0.26
H -3.445 2.340 1.436 0.23
C -1.837 3.690 0.872 -0.07
H -1.490 3.961 1.870 0.20
O -0.698 3.698 0.042 -0.53
C -1.034 3.352 -1.286 -0.07
H -0.104 3.385 -1.854 0.20
C -1.648 1.952 -1.338 -0.28
H -1.983 1.702 -2.344 0.24
H -0.894 1.230 -1.001 0.22
H -1.746 4.085 -1.692 0.17
H -2.563 4.435 0.516 0.17
H -1.825 1.577 1.343 0.18
H -1.787 -0.992 -0.987 0.24
H 0.116 -1.343 -0.163 0.44
H 1.414 -4.738 -0.462 0.25
H 3.722 -5.156 -1.226 0.22
H 5.243 -3.257 -1.656 0.22
H 4.488 -0.963 -1.224 0.21
C 4.050 0.341 1.186 -0.22
H 4.289 -0.715 1.063 0.23
C 5.195 1.231 0.701 -0.40
H 6.101 0.989 1.258 0.22
H 5.386 1.038 -0.357 0.20
H 3.880 0.532 2.254 0.19
H 1.478 2.211 0.166 0.26
H 2.256 2.204 1.762 0.19
H 3.190 4.015 0.355 0.22
H 3.626 2.846 -0.895 0.20
H 4.711 2.903 1.956 0.19
```

Results
Relative energy (zero: lowest compared OMol25 entry of this formula, charge and spin) in kcal/mol: 21.4
Spin multiplicity: 1
Structure (SMILES): CC1CCN(C(=O)c2ccccc2NC(=O)c2cccc(S(=O)(=O)N3CCOCC3)c2)CC1
Kohn-Sham gap in eV: 9.04
E_HOMO in Ha: -0.322


[5]
Here is a gas-phase ion, C5H12NS (charge +1) from the Open Molecules 2025 dataset. Energies are from ωB97M-V with the def2-TZVPD basis set.

XYZ file:
```
19
Properties=species:S:1:pos:R:3:nbo_charge:R:1
C -0.533 0.605 0.610 -0.36
C 0.591 0.958 -0.382 -0.03
C 0.161 -0.755 0.846 -0.04
C 0.194 1.258 -1.805 -0.64
C -0.622 -2.003 0.525 -0.64
N 1.198 -0.415 -0.200 -0.52
S -0.580 1.724 2.056 0.01
H -1.522 0.538 0.166 0.25
H 1.261 1.726 0.011 0.24
H 0.623 -0.818 1.833 0.25
H -0.474 0.498 -2.202 0.22
H 1.070 1.337 -2.445 0.24
H -0.325 2.213 -1.835 0.26
H -1.092 -1.938 -0.454 0.22
H -1.406 -2.136 1.266 0.26
H 0.017 -2.883 0.559 0.24
H 1.117 -0.996 -1.040 0.44
H 2.171 -0.434 0.113 0.45
H -1.850 1.521 2.379 0.15
```

Results
Charge: +1
Relative energy (zero: lowest compared OMol25 entry of this formula, charge and spin) in kcal/mol: 13.1
Spin multiplicity: 1
Structure (SMILES): C[C@@H]1[NH2+][C@H](C)[C@H]1S
Kohn-Sham gap in eV: 9.94
E_HOMO in Ha: -0.485


[6]
Here is 7 unconnected molecules or ions with the total composition C63H133N7O7 from the Open Molecules 2025 dataset. Energies are from ωB97M-V with the def2-TZVPD basis set.

XYZ file:
```
210
Properties=species:S:1:pos:R:3:lowdin_charge:R:1
C 3.802 -6.347 0.191 -0.03
C 3.785 -6.433 -1.328 -0.57
C 2.396 -6.455 -1.937 -0.12
C 1.710 -5.023 -1.914 -0.16
C 2.595 -4.124 -2.750 -0.16
C 4.033 -4.006 -2.248 -0.52
N 4.566 -5.429 -2.016 -0.06
O 5.869 -5.280 -1.404 -0.04
C 4.824 -3.421 -3.399 -0.04
C 4.232 -3.130 -1.085 -0.04
C 4.408 -7.800 -1.657 -0.05
H 3.136 -5.531 0.579 0.08
H 4.725 -5.973 0.542 0.06
H 3.590 -7.288 0.675 0.08
H 2.545 -6.723 -3.031 0.13
H 1.843 -7.293 -1.505 0.12
H 1.553 -4.656 -0.900 0.09
H 0.716 -5.001 -2.452 0.12
H 2.220 -3.059 -2.743 0.11
H 2.630 -4.456 -3.827 0.14
H 4.671 -3.843 -4.352 0.07
H 4.539 -2.363 -3.486 0.08
H 5.934 -3.400 -3.186 0.10
H 3.827 -2.179 -1.398 0.07
H 3.674 -3.305 -0.162 0.09
H 5.269 -2.960 -0.863 0.09
H 4.506 -7.765 -2.752 0.09
H 3.708 -8.621 -1.424 0.09
H 5.336 -8.052 -1.131 0.09
H 6.446 -5.429 -2.167 0.10
C -9.193 -0.524 4.186 -0.04
C -7.859 0.213 4.373 -0.55
C -6.882 -0.847 4.901 -0.13
C -5.493 -0.209 5.026 -0.14
C -5.037 0.183 3.562 -0.12
C -6.022 1.205 2.948 -0.49
N -7.421 0.640 3.051 -0.07
O -8.288 1.603 2.391 -0.03
C -5.707 2.546 3.589 -0.03
C -5.675 1.333 1.429 -0.03
C -8.041 1.335 5.390 -0.04
H -9.896 0.206 3.855 0.06
H -9.541 -1.021 5.062 0.08
H -9.134 -1.230 3.348 0.09
H -7.339 -1.063 5.886 0.13
H -6.933 -1.728 4.260 0.13
H -4.756 -0.913 5.419 0.09
H -5.510 0.743 5.666 0.11
H -4.907 -0.643 2.928 0.09
H -4.051 0.693 3.497 0.10
H -6.462 3.253 3.306 0.09
H -5.699 2.457 4.665 0.06
H -4.784 2.851 3.144 0.06
H -6.371 2.024 0.895 0.09
H -4.642 1.807 1.402 0.07
H -5.779 0.385 0.876 0.08
H -8.773 2.155 5.080 0.11
H -7.147 1.869 5.671 0.04
H -8.420 1.072 6.372 0.08
H -8.835 0.948 1.927 0.10
C 0.709 0.793 3.586 -0.03
C 0.758 2.306 3.391 -0.48
C -0.292 2.754 2.408 -0.12
C -1.719 2.590 2.998 -0.18
C -1.847 3.489 4.220 -0.13
C -0.747 3.143 5.284 -0.50
N 0.604 3.049 4.694 -0.12
O 1.557 2.634 5.625 -0.03
C -0.721 4.344 6.265 -0.03
C -1.245 1.874 6.013 -0.04
C 2.206 2.691 2.898 -0.02
H 0.779 0.243 2.656 0.07
H -0.221 0.510 4.133 0.05
H 1.520 0.508 4.294 0.10
H -0.161 3.792 2.096 0.13
H -0.277 2.207 1.462 0.07
H -1.992 1.595 3.276 0.07
H -2.446 2.904 2.210 0.11
H -2.785 3.387 4.802 0.12
H -1.733 4.494 3.826 0.11
H 0.066 4.201 7.045 0.09
H -0.511 5.164 5.631 0.06
H -1.680 4.364 6.823 0.09
H -1.605 1.140 5.282 0.05
H -0.404 1.435 6.607 0.10
H -2.081 1.938 6.709 0.08
H 3.028 2.160 3.383 0.07
H 2.379 3.760 3.049 0.08
H 2.302 2.476 1.809 0.08
H 2.185 3.387 5.517 0.13
C 0.813 0.715 -0.592 -0.03
C 0.142 -0.096 -1.733 -0.46
C -0.229 -1.497 -1.100 -0.11
C -1.571 -1.667 -0.392 -0.19
C -2.703 -0.923 -1.049 -0.12
C -2.352 0.569 -1.510 -0.50
N -1.080 0.546 -2.250 -0.08
O -0.708 1.821 -2.762 -0.02
C -3.484 0.946 -2.503 -0.02
C -2.320 1.406 -0.311 -0.06
C 1.220 -0.345 -2.768 -0.02
H 1.678 0.178 -0.228 0.08
H 0.198 0.858 0.312 0.05
H 1.088 1.684 -0.997 0.09
H -0.159 -2.285 -1.882 0.12
H 0.565 -1.714 -0.397 0.10
H -1.457 -1.269 0.627 0.09
H -1.750 -2.732 -0.413 0.11
H -3.628 -0.795 -0.479 0.11
H -2.944 -1.495 -1.975 0.13
H -3.125 0.597 -3.458 0.07
H -4.435 0.518 -2.129 0.09
H -3.731 2.040 -2.549 0.10
H -1.598 2.226 -0.361 0.09
H -3.258 1.854 -0.036 0.06
H -2.020 0.831 0.584 0.08
H 1.506 0.628 -3.184 0.07
H 0.818 -0.897 -3.539 0.04
H 2.077 -0.916 -2.415 0.07
H -1.069 1.924 -3.645 0.07
C 6.359 4.719 -0.121 -0.04
C 5.733 4.698 -1.511 -0.53
C 6.863 5.129 -2.487 -0.14
C 6.570 4.692 -3.947 -0.19
C 6.331 3.194 -4.096 -0.12
C 5.016 2.805 -3.293 -0.48
N 5.344 3.288 -1.812 -0.03
O 4.166 3.027 -0.980 -0.04
C 3.803 3.395 -3.975 -0.04
C 4.970 1.333 -3.212 -0.06
C 4.656 5.755 -1.584 -0.05
H 5.623 4.664 0.660 0.07
H 6.905 5.637 0.029 0.08
H 6.982 3.835 -0.177 0.09
H 7.065 6.229 -2.494 0.13
H 7.844 4.684 -2.175 0.12
H 7.426 5.030 -4.531 0.11
H 5.757 5.267 -4.345 0.09
H 7.099 2.604 -3.618 0.11
H 6.267 2.956 -5.170 0.12
H 3.809 3.011 -5.013 0.09
H 2.903 3.068 -3.385 0.09
H 3.756 4.510 -4.089 0.08
H 5.102 0.847 -4.182 0.10
H 5.722 1.019 -2.486 0.09
H 4.081 0.909 -2.794 0.06
H 4.488 6.295 -2.492 0.06
H 4.502 6.477 -0.758 0.09
H 3.679 5.270 -1.517 0.07
H 4.403 2.459 -0.272 0.07
C -0.683 -0.267 -5.769 -0.03
C -0.648 1.025 -6.598 -0.47
C -2.026 1.416 -7.093 -0.16
C -1.997 2.626 -7.982 -0.15
C -1.431 3.854 -7.116 -0.11
C -0.082 3.547 -6.447 -0.52
N -0.130 2.212 -5.880 -0.08
O 1.157 1.870 -5.381 -0.04
C 1.002 3.682 -7.551 -0.01
C 0.070 4.592 -5.330 -0.02
C 0.310 0.588 -7.818 -0.02
H -0.934 -0.110 -4.732 0.05
H 0.385 -0.630 -5.798 0.09
H -1.314 -0.994 -6.253 0.08
H -2.394 0.582 -7.693 0.12
H -2.747 1.669 -6.260 0.14
H -2.989 2.927 -8.311 0.10
H -1.447 2.356 -8.893 0.10
H -2.124 4.121 -6.341 0.11
H -1.253 4.724 -7.697 0.10
H 0.709 3.174 -8.403 0.03
H 1.174 4.775 -7.791 0.11
H 1.956 3.272 -7.220 0.08
H -0.253 5.565 -5.746 0.09
H -0.591 4.418 -4.455 0.09
H 1.068 4.696 -4.933 0.06
H -0.079 -0.357 -8.282 0.10
H 1.319 0.326 -7.586 0.07
H 0.298 1.331 -8.544 0.02
H 1.220 1.877 -4.414 0.05
C -2.032 -2.317 3.395 -0.05
C -1.007 -3.303 3.920 -0.50
C -0.646 -2.789 5.295 -0.15
C 0.253 -3.740 6.089 -0.14
C -0.398 -5.180 6.134 -0.11
C -0.728 -5.713 4.720 -0.49
N -1.622 -4.661 4.148 -0.09
O -2.286 -5.041 2.982 -0.01
C 0.555 -6.221 4.026 -0.02
C -1.666 -6.946 4.944 -0.04
C 0.156 -3.250 2.905 -0.01
H -2.445 -2.693 2.487 0.06
H -1.691 -1.263 3.372 0.09
H -2.955 -2.444 4.034 0.11
H -0.303 -1.759 5.286 0.11
H -1.590 -2.800 5.849 0.12
H 0.398 -3.352 7.099 0.11
H 1.215 -3.829 5.623 0.09
H -1.349 -5.111 6.599 0.10
H 0.231 -5.881 6.599 0.10
H 0.871 -7.102 4.595 0.09
H 0.301 -6.557 3.030 0.08
H 1.317 -5.540 3.941 0.03
H -2.562 -6.646 5.542 0.09
H -2.059 -7.350 3.991 0.08
H -1.160 -7.717 5.533 0.08
H 0.407 -2.214 2.700 0.07
H -0.015 -3.745 1.973 0.07
H 1.069 -3.775 3.183 0.06
H -1.635 -4.779 2.324 0.07
```

Results
Relative energy (zero: lowest compared OMol25 entry of this formula, charge and spin) in kcal/mol: 92.1
Spin multiplicity: 1
Structure (SMILES): CC1(C)CCCC(C)(C)N1O.CC1(C)CCCC(C)(C)N1O.CC1(C)CCCC(C)(C)N1O.CC1(C)CCCC(C)(C)N1O.CC1(C)CCCC(C)(C)N1O.CC1(C)CCCC(C)(C)N1O.CC1(C)CCCC(C)(C)N1O
Kohn-Sham gap in eV: 8.82
E_HOMO in Ha: -0.307


no.,largest force on an atom (eV/Å)
1,1.06
2,0.38
3,5.19
4,1.03
5,0.97
6,3.13